Entry 1:
DFT (wB97M-V/def2-TZVPD) results for C24H54AsN4O4PSi2Ti as an isolated structure at a distorted geometry.

As for the charge: +1. Its spin multiplicity is 2. For the HOMO energy (alpha / beta), the calculation gives -10.3 / -10.3 eV. Its gap between HOMO and LUMO (alpha / beta) is 0.26481 / 0.26876 Eh.

Atoms and positions in Å:
Ti -0.765 0.171 0.010
O -5.562 -0.190 3.386
C -4.529 -0.747 4.017
O -4.616 -1.197 5.125
C -3.219 -0.827 3.292
C -2.102 -1.427 3.869
N -1.095 -1.355 2.976
N -1.490 -0.724 1.844
C -2.765 -0.396 2.032
C -3.352 0.534 1.005
O -4.556 0.726 0.932
O -2.444 1.085 0.244
H -5.337 0.092 2.464
H -1.986 -1.878 4.837
H -0.126 -1.614 3.089
N -0.506 1.597 -1.782
C -1.681 2.134 -2.522
C -2.072 1.231 -3.685
C -2.141 -0.244 -3.310
C -3.137 -0.576 -2.200
N -2.447 -1.297 -1.100
H -0.117 2.354 -1.208
H 0.230 1.374 -2.455
H -1.449 3.136 -2.900
H -2.491 2.237 -1.795
H -1.356 1.350 -4.504
H -3.031 1.580 -4.074
H -1.147 -0.550 -2.966
H -2.338 -0.841 -4.202
H -3.969 -1.174 -2.584
H -3.566 0.324 -1.761
H -2.112 -2.190 -1.458
H -3.145 -1.549 -0.399
C 2.862 1.905 -1.355
Si 2.589 2.597 0.389
C 4.116 2.310 1.429
C 2.363 4.450 0.226
As 0.823 1.484 1.494
Si -0.477 3.272 2.345
C -1.991 2.678 3.268
C -1.056 4.429 0.992
C 0.614 4.121 3.599
H 3.890 1.571 -1.479
H 2.682 2.678 -2.102
H 2.221 1.056 -1.588
H 5.018 2.471 0.838
H 4.162 1.316 1.866
H 4.133 3.025 2.251
H 3.372 4.867 0.169
H 1.859 4.939 1.057
H 1.843 4.723 -0.690
H -2.865 2.570 2.639
H -2.223 3.451 4.004
H -1.831 1.760 3.827
H -1.862 3.949 0.437
H -0.280 4.720 0.295
H -1.462 5.342 1.430
H 0.642 3.507 4.500
H 0.203 5.092 3.871
H 1.647 4.269 3.280
C 3.733 -2.630 -1.478
C 2.791 -1.620 -0.814
C 3.286 -1.310 0.600
P 0.971 -1.966 -0.783
C 0.549 -2.643 -2.460
C 0.923 -4.087 -2.804
C 1.086 -1.683 -3.533
C 0.707 -3.288 0.497
C 1.652 -4.491 0.559
C -0.744 -3.777 0.480
H 4.757 -2.278 -1.352
H 3.566 -2.739 -2.545
H 3.678 -3.616 -1.031
H 2.861 -0.695 -1.396
H 3.428 -2.223 1.177
H 2.608 -0.659 1.161
H 4.254 -0.814 0.547
H -0.544 -2.586 -2.505
H 1.989 -4.274 -2.716
H 0.639 -4.289 -3.837
H 0.402 -4.811 -2.181
H 2.139 -1.864 -3.732
H 0.986 -0.630 -3.253
H 0.547 -1.826 -4.469
H 0.858 -2.723 1.431
H 1.651 -5.070 -0.361
H 1.323 -5.154 1.359
H 2.675 -4.209 0.779
H -0.951 -4.369 -0.413
H -1.460 -2.956 0.524
H -0.932 -4.423 1.337

Entry 2:
DFT (wB97M-V/def2-TZVPD) results for a 5-piece molecular cluster, C24H54F2N7O8S2 overall at a distorted geometry.

As for the charge: +3. For the HOMO energy, the calculation gives -16.3 eV. Its gap between HOMO and LUMO is 0.33941 Eh.

Atoms and positions in Å:
C 0.548 4.190 0.659
C -0.259 5.319 0.021
N -0.341 6.496 0.942
C -1.255 7.529 0.777
C -1.055 8.383 1.837
N -0.037 7.852 2.573
C 0.440 6.756 1.981
C 0.552 8.459 3.777
H 0.388 4.094 1.735
H 1.627 4.186 0.507
H 0.210 3.223 0.282
H -1.262 4.903 -0.004
H 0.208 5.671 -0.893
H -2.032 7.490 0.034
H -1.530 9.324 2.057
H 1.327 6.241 2.305
H 0.660 7.758 4.604
H 0.012 9.280 4.244
H 1.540 8.824 3.502
C -4.278 -1.297 -3.436
C -5.330 -0.317 -3.011
N -5.207 -0.002 -1.566
C -4.458 1.031 -1.065
C -4.273 0.764 0.260
N -5.005 -0.344 0.580
C -5.607 -0.768 -0.555
C -5.258 -0.919 1.896
H -3.284 -0.859 -3.327
H -4.450 -1.507 -4.493
H -4.280 -2.236 -2.885
H -6.290 -0.816 -3.150
H -5.361 0.634 -3.538
H -4.088 1.847 -1.660
H -3.666 1.211 1.029
H -6.209 -1.661 -0.564
H -6.188 -0.482 2.261
H -4.487 -0.618 2.600
H -5.396 -1.994 1.835
C -0.809 -2.940 -3.930
O 0.374 -2.158 -3.825
C 0.083 -0.769 -3.666
C 1.363 -0.170 -3.056
N 1.865 -1.076 -1.986
H 1.186 -1.145 -1.193
H 1.951 -2.006 -2.405
C 3.251 -0.709 -1.439
C 4.314 -0.469 -2.496
O 4.260 -1.333 -3.610
C 5.283 -1.024 -4.539
H -1.404 -2.768 -3.030
H -0.637 -3.994 -4.129
H -1.422 -2.605 -4.776
H -0.786 -0.522 -3.051
H -0.088 -0.370 -4.667
H 1.192 0.809 -2.617
H 2.053 -0.170 -3.898
H 3.351 -1.496 -0.692
H 3.003 0.232 -0.944
H 5.330 -0.422 -2.099
H 4.075 0.524 -2.901
H 4.985 -0.169 -5.155
H 5.230 -1.810 -5.297
H 6.334 -1.008 -4.250
C 0.789 -3.507 5.867
O 1.978 -3.140 5.194
C 1.982 -1.875 4.621
C 1.282 -1.714 3.279
N 2.038 -2.322 2.158
H 1.694 -1.988 1.240
H 3.037 -2.106 2.148
C 1.885 -3.830 2.085
C 2.885 -4.420 1.131
O 2.901 -3.728 -0.135
C 2.313 -4.514 -1.193
H 0.898 -4.565 6.097
H -0.115 -3.447 5.248
H 0.589 -2.949 6.783
H 3.032 -1.570 4.566
H 1.536 -1.070 5.218
H 0.984 -0.706 2.998
H 0.331 -2.255 3.281
H 0.831 -4.048 1.911
H 2.075 -4.194 3.096
H 3.013 -5.497 1.049
H 3.857 -4.150 1.566
H 2.655 -4.044 -2.115
H 1.227 -4.559 -1.114
H 2.687 -5.538 -1.222
N 0.148 -1.289 0.191
S -1.229 -2.011 0.289
O -2.194 -1.786 -0.755
O -1.704 -2.329 1.608
F -0.620 -3.455 -0.126
S -0.524 0.204 0.535
O -1.326 0.473 1.695
O -0.778 0.965 -0.660
F 0.882 0.884 0.968

Entry 3:
DFT (wB97M-V/def2-TZVPD) results for a 3-piece molecular cluster, C24H54I3N3O8P overall at a distorted geometry.

As for the charge: +1. For the HOMO energy, the calculation gives -10.6 eV. Its gap between HOMO and LUMO is 0.29079 Eh.

Atoms and positions in Å:
C -2.165 -0.503 -3.590
C -1.475 -1.837 -3.347
I -2.602 -3.088 -2.011
C -0.018 -1.739 -2.949
C 0.197 -1.079 -1.604
C 1.542 -1.566 -1.063
N 2.137 -0.735 0.079
P 2.067 -1.920 1.510
N 0.403 -2.080 1.801
O 2.667 -1.027 2.728
C 1.710 0.721 0.036
C 2.591 1.272 -1.140
C 4.074 1.600 -0.838
N 4.543 2.885 -1.337
C 1.831 1.559 1.342
I 0.240 1.146 2.778
C 1.905 3.100 1.151
C 0.798 3.984 1.697
I 3.699 3.816 2.175
C 0.281 0.887 -0.477
O 0.159 0.312 -1.762
H -2.470 -0.016 -2.679
H -3.013 -0.694 -4.227
H -1.479 0.101 -4.173
H -1.505 -2.357 -4.289
H 0.490 -1.135 -3.695
H 0.410 -2.733 -2.942
H -0.598 -1.457 -0.956
H 2.252 -1.571 -1.874
H 1.438 -2.597 -0.748
H 3.136 -0.735 -0.127
H -0.183 -1.615 1.117
H 0.170 -1.769 2.739
H 2.634 -1.570 3.540
H 2.106 2.141 -1.546
H 2.585 0.550 -1.944
H 4.336 1.476 0.207
H 4.675 0.873 -1.369
H 3.818 3.587 -1.331
H 4.892 2.784 -2.279
H 2.725 1.268 1.859
H 2.044 3.410 0.132
H 0.809 4.081 2.768
H -0.183 3.739 1.310
H 1.010 4.979 1.327
H -0.448 0.391 0.159
H 0.044 1.936 -0.515
C -6.867 3.988 -7.756
O -6.776 2.587 -7.624
C -5.470 2.159 -7.288
C -5.502 0.784 -6.658
O -5.878 0.779 -5.287
C -7.245 1.033 -4.987
C -8.173 -0.117 -5.304
O -8.439 -0.185 -6.694
C -8.798 -1.482 -7.114
H -6.233 4.351 -8.573
H -7.903 4.231 -7.979
H -6.584 4.489 -6.823
H -5.004 2.866 -6.592
H -4.873 2.116 -8.210
H -4.480 0.397 -6.669
H -6.119 0.099 -7.242
H -7.587 1.957 -5.455
H -7.271 1.186 -3.906
H -9.124 0.037 -4.776
H -7.721 -1.052 -4.953
H -7.999 -2.200 -6.896
H -8.950 -1.449 -8.191
H -9.726 -1.812 -6.634
C 7.725 -2.477 8.442
O 6.535 -2.353 7.691
C 5.881 -3.596 7.509
C 4.418 -3.386 7.190
O 3.609 -3.102 8.319
C 3.728 -1.815 8.911
C 3.066 -0.711 8.120
O 3.865 -0.329 7.009
C 3.109 0.232 5.969
H 8.456 -3.109 7.925
H 8.143 -1.481 8.564
H 7.520 -2.894 9.435
H 5.968 -4.211 8.412
H 6.361 -4.120 6.671
H 4.030 -4.331 6.801
H 4.295 -2.629 6.410
H 4.768 -1.574 9.132
H 3.200 -1.895 9.863
H 2.935 0.165 8.769
H 2.080 -1.053 7.783
H 2.355 -0.483 5.607
H 3.789 0.463 5.149
H 2.610 1.155 6.287

Entry 4:
DFT (wB97M-V/def2-TZVPD) results for a 8-piece molecular cluster, C24H55Cl10N3O7 overall at a distorted geometry.

As for the charge: +1. Its spin multiplicity is 2. For the HOMO energy, the calculation gives -8.9 eV. Its gap between HOMO and LUMO is 0.21273 Eh.

Atoms and positions in Å:
C -7.014 0.420 6.421
C -7.754 0.377 5.048
C -7.936 1.771 4.340
O -8.577 1.655 3.115
C -8.484 2.844 2.375
N -6.959 -0.513 4.123
H -6.040 -0.499 4.541
H -7.156 -1.453 4.434
H -7.076 -0.377 3.129
H -6.984 -0.535 6.945
H -7.431 1.152 7.112
H -5.982 0.732 6.258
H -8.711 -0.130 5.173
H -6.916 2.156 4.315
H -8.511 2.443 4.977
H -9.184 3.542 2.833
H -8.801 2.604 1.360
H -7.473 3.242 2.293
C 2.712 -4.862 4.316
C 2.312 -5.869 3.260
C 3.312 -7.091 3.167
O 2.946 -8.135 4.045
C 3.843 -9.253 4.179
N 0.887 -6.294 3.584
H 0.325 -6.093 2.769
H 0.777 -7.284 3.753
H 0.544 -5.853 4.425
H 2.008 -4.049 4.492
H 3.639 -4.399 3.978
H 2.851 -5.322 5.294
H 2.294 -5.411 2.271
H 4.338 -6.726 3.107
H 3.204 -7.523 2.173
H 4.795 -9.077 4.680
H 4.100 -9.748 3.243
H 3.425 -10.106 4.715
Cl -1.947 -2.974 -2.238
O -2.614 -2.544 -1.058
O -0.803 -2.149 -2.568
O -1.646 -4.347 -1.997
O -2.885 -2.919 -3.336
C 0.391 5.227 0.502
C 0.606 5.353 2.037
C 2.150 5.286 2.377
C 2.881 6.568 2.042
C 2.272 7.764 2.826
C 0.712 7.877 2.805
N 0.010 6.530 2.697
O -1.389 6.423 3.096
C 0.313 8.763 3.956
C 0.440 8.760 1.534
C 0.111 4.020 2.539
H 0.931 6.116 0.178
H -0.589 5.250 0.027
H 0.808 4.341 0.022
H 2.441 5.013 3.391
H 2.626 4.511 1.776
H 2.911 6.824 0.983
H 3.896 6.400 2.401
H 2.666 8.713 2.461
H 2.607 7.682 3.860
H -0.674 9.173 3.743
H 0.268 8.289 4.937
H 1.018 9.594 3.928
H 0.877 9.759 1.549
H 0.885 8.333 0.635
H -0.604 8.894 1.254
H 0.762 3.242 2.141
H -0.859 3.782 2.103
H 0.066 3.946 3.625
Cl 3.485 -5.198 -7.467
C 2.620 -6.252 -6.353
C 2.979 -7.724 -6.548
Cl 2.240 -8.590 -5.189
H 1.546 -6.083 -6.434
H 2.773 -5.893 -5.335
H 4.002 -8.098 -6.582
H 2.432 -8.105 -7.411
Cl 7.310 -2.468 -1.415
C 6.654 -1.744 -2.825
C 7.448 -0.458 -3.201
Cl 7.650 0.781 -2.047
H 5.639 -1.550 -2.478
H 6.575 -2.484 -3.621
H 6.890 -0.035 -4.037
H 8.436 -0.740 -3.566
Cl -4.048 -3.226 -10.800
C -2.469 -2.533 -10.672
C -1.555 -2.859 -11.901
Cl -1.476 -4.591 -12.194
H -2.053 -2.935 -9.748
H -2.548 -1.452 -10.552
H -0.523 -2.509 -11.912
H -1.951 -2.447 -12.829
C 1.576 2.556 -7.034
Cl 2.569 3.619 -5.958
Cl 2.290 2.239 -8.645
Cl 0.051 3.378 -7.123
H 1.498 1.562 -6.591

Entry 5:
DFT (wB97M-V/def2-TZVPD) results for a 4-piece molecular cluster, C24H56BO12 overall.

As for the charge: -1. For the HOMO energy, the calculation gives -1.1 eV. Its gap between HOMO and LUMO is 0.11645 Eh.

Atoms and positions in Å:
C -1.321 -0.800 4.297
O -1.558 -2.069 3.747
C -1.490 -3.116 4.726
C -0.925 -4.397 4.120
C 0.532 -4.642 4.517
C 1.107 -5.933 3.994
C 2.539 -6.109 4.538
B 3.433 -5.316 3.531
O 4.037 -4.106 3.917
O 3.660 -5.691 2.214
H -0.239 -0.624 4.370
H -1.762 -0.693 5.296
H -1.768 -0.041 3.651
H -2.494 -3.252 5.150
H -0.828 -2.789 5.539
H -1.525 -5.259 4.428
H -0.983 -4.318 3.032
H 0.583 -4.565 5.643
H 1.109 -3.775 4.145
H 0.475 -6.765 4.346
H 2.834 -7.160 4.631
H 2.638 -5.649 5.558
H 3.528 -3.729 4.643
H 3.281 -5.024 1.629
C -4.012 5.332 -0.852
O -3.207 5.379 0.304
C -3.884 5.103 1.516
C -3.125 4.143 2.409
O -3.046 2.812 1.931
C -2.216 2.544 0.813
C -0.728 2.707 1.032
O -0.372 4.066 1.220
C 0.630 4.293 2.184
H -4.586 6.257 -0.983
H -3.351 5.210 -1.710
H -4.708 4.487 -0.823
H -4.882 4.696 1.318
H -4.012 6.041 2.074
H -3.705 4.065 3.333
H -2.145 4.546 2.669
H -2.530 3.127 -0.056
H -2.386 1.490 0.582
H -0.219 2.326 0.135
H -0.399 2.099 1.882
H 0.559 3.584 3.015
H 0.493 5.302 2.574
H 1.634 4.220 1.750
C 3.266 -6.566 -0.712
O 2.937 -5.213 -0.478
C 3.468 -4.277 -1.387
C 2.402 -3.304 -1.850
O 1.390 -3.873 -2.668
C 0.409 -4.693 -2.043
C -0.618 -3.957 -1.210
O -0.059 -3.433 -0.029
C -0.576 -2.191 0.383
H 4.258 -6.809 -0.318
H 2.532 -7.169 -0.181
H 3.226 -6.797 -1.783
H 3.914 -4.777 -2.255
H 4.260 -3.697 -0.893
H 2.898 -2.570 -2.492
H 1.977 -2.775 -0.997
H 0.861 -5.492 -1.457
H -0.136 -5.149 -2.876
H -1.402 -4.684 -0.952
H -1.081 -3.162 -1.811
H -0.796 -1.546 -0.479
H 0.182 -1.707 1.000
H -1.477 -2.310 0.993
C 0.870 3.239 -7.356
O 1.089 4.083 -6.250
C 0.389 5.310 -6.284
C -0.273 5.630 -4.960
O -1.351 4.777 -4.617
C -1.064 3.470 -4.142
C -0.493 3.410 -2.742
O 0.833 3.897 -2.683
C 1.115 4.682 -1.543
H 1.479 3.535 -8.218
H 1.153 2.230 -7.059
H -0.184 3.234 -7.654
H -0.371 5.302 -7.074
H 1.095 6.122 -6.508
H -0.727 6.618 -5.074
H 0.468 5.691 -4.161
H -0.435 2.913 -4.838
H -2.038 2.977 -4.100
H -0.509 2.357 -2.426
H -1.141 3.973 -2.059
H 0.253 5.290 -1.253
H 1.951 5.339 -1.786
H 1.393 4.056 -0.691